# 1
C5H10O | ωB97M-V/def2-TZVPD

XYZ file:
```
16
Properties=species:S:1:pos:R:3:mulliken_charge:R:1
H 1.184 -1.097 1.209 0.24
H -1.370 -0.658 1.576 0.32
H -0.529 -1.449 -0.720 0.27
C 1.365 -0.112 0.786 -0.66
H 1.823 -0.939 -1.249 0.25
H -2.663 -1.136 0.464 0.35
H -2.314 0.583 0.745 0.27
C 0.377 0.413 -0.201 0.77
H -1.312 -0.049 -1.438 0.34
C -0.849 -0.421 -0.513 -0.61
C -1.863 -0.407 0.630 -1.12
O 0.142 1.794 -0.108 -0.55
H 0.032 2.124 -1.009 0.37
H 2.430 0.766 -0.957 0.27
H 1.813 0.607 1.464 0.27
C 1.734 -0.019 -0.678 -0.79
```

Charge   0
HOMO level   -0.3599 Ha
Structure (SMILES)   CCC1(O)CC1
LUMO   1.02 eV
F_max   0.0066 Eh/bohr
Spin multiplicity   1
Electronic energy   -7393.78644 eV


# 2
C3H10NO2S2 | ωB97M-V/def2-TZVPD

XYZ file:
```
18
Properties=species:S:1:pos:R:3:mulliken_charge:R:1
H -1.339 0.971 2.621 0.27
C -0.197 1.548 -0.216 -0.98
H -0.848 -0.440 0.025 -0.57
H -2.860 1.542 0.725 0.27
H -3.043 -0.079 0.377 0.24
O -0.167 -2.556 0.349 -0.70
H -0.630 -1.637 1.840 0.44
S 0.779 0.953 -1.614 0.05
C -1.092 0.504 0.471 1.36
N -2.493 0.753 0.190 -0.72
H -0.778 2.319 -0.712 0.38
H -0.207 -1.739 -0.160 0.25
C -0.740 0.314 1.951 -0.59
S 2.179 -0.226 -0.914 -0.19
H 0.612 -2.995 -0.022 0.33
H 0.438 2.064 0.491 0.39
O -1.070 -0.988 2.401 -0.52
H 0.314 0.521 2.158 0.29
```

Charge   0
HOMO level (alpha / beta)   -0.3275 / -0.3416 Ha
LUMO (alpha / beta)   0.56 / -1.99 eV
F_max   0.0214 Eh/bohr
Spin multiplicity   2
<S²>   0.7545
Electronic energy   -30527.89471 eV


# 3
C38H117N9O17 | ωB97M-V/def2-TZVPD

XYZ file:
```
181
Properties=species:S:1:pos:R:3:mulliken_charge:R:1
H -3.060 -0.107 -2.422 0.74
H -3.932 0.256 1.986 -0.04
H 3.186 4.883 -0.061 0.25
O 4.923 0.791 -2.187 -0.52
H -1.221 -0.557 2.284 -0.25
C -4.578 -0.620 2.032 -0.21
H 0.895 1.665 2.002 0.15
H 4.214 0.975 -5.502 0.29
H -4.424 4.325 -7.667 0.26
H 0.826 -4.202 3.723 -0.09
C 1.182 0.086 -7.846 0.59
H 2.127 -6.088 3.702 0.21
H 4.318 -3.372 -0.276 0.29
H -1.113 -5.044 4.503 0.35
H 0.246 0.951 -9.565 0.48
H 4.932 -1.035 2.709 0.23
H 0.382 2.092 -3.996 -0.63
O 0.678 -0.502 -1.142 1.18
H 0.553 -2.844 -0.878 -0.29
C -2.735 2.645 -7.769 -1.40
C 0.203 -3.826 -0.562 -0.30
H 5.707 0.546 -2.677 0.28
H 3.991 2.799 -5.993 0.31
H -0.644 -0.352 -7.024 0.23
H -3.100 1.336 -3.221 0.10
N 6.218 -3.980 -2.983 -0.78
N 0.025 -0.819 -7.620 -0.71
H -3.786 2.935 -5.912 0.27
H -5.707 -0.860 6.916 0.30
C -3.105 -5.070 0.569 0.50
H 6.391 -3.007 -3.191 0.26
H 0.128 1.936 -8.068 0.11
H -0.393 3.889 1.361 0.21
N -3.792 4.692 -6.969 -0.77
H 3.342 -5.887 4.889 0.32
H -1.052 -1.447 -1.742 0.00
N -3.577 0.751 -2.549 -0.88
H 6.140 5.719 3.093 0.39
C -2.322 1.361 6.077 -0.72
C 4.798 3.982 3.582 0.76
H 1.172 0.877 -5.875 -0.39
C 0.062 2.981 -4.538 -0.28
C 2.361 -6.337 4.737 -0.67
C 0.505 -0.087 1.245 -0.06
C -3.063 3.530 -6.470 0.65
H 1.710 -2.100 4.741 0.49
H 0.604 4.927 0.891 0.23
H 5.976 -4.438 -3.850 0.36
H -3.391 1.160 6.137 0.35
O 0.420 3.988 0.866 -0.54
C 1.072 0.444 -0.101 -1.36
C -3.464 -4.006 1.618 -0.60
H 2.240 -4.136 5.935 0.40
H -1.705 3.056 -0.798 0.30
H -0.117 3.691 -3.730 0.59
C 2.613 -3.998 -5.075 -0.58
N 0.992 0.730 2.374 0.71
C 1.222 -4.505 5.811 -0.99
H 0.869 3.414 -5.128 0.42
C 5.252 -3.361 -0.838 -1.28
H 4.479 5.836 2.492 0.22
H 5.187 1.985 2.943 0.42
H -0.448 -0.896 -8.508 0.36
O -5.872 -0.249 2.413 -0.46
H -2.447 3.259 -2.377 0.55
H -4.755 3.799 2.172 0.32
C -4.394 2.115 -0.648 -1.29
H 2.861 4.532 3.998 0.25
H -5.166 1.359 -0.505 0.33
H -6.149 -2.789 5.705 0.46
H 2.984 -3.147 -5.646 0.24
H -1.131 4.588 -6.373 0.33
H -2.034 3.233 -8.362 0.42
H -7.524 -2.225 4.892 0.40
O 2.913 0.859 4.199 -0.78
H 2.896 -3.651 -2.505 -0.21
C 5.014 -4.067 -2.158 0.46
C 0.761 1.275 -8.660 -1.42
H -7.112 0.432 3.876 0.37
O 4.270 -0.974 2.019 -0.53
H -1.515 -0.612 0.563 0.09
C -0.985 -0.063 1.341 -0.51
C 3.827 -3.549 -3.062 0.19
N 3.409 3.733 3.712 -0.44
O -1.174 -3.926 -0.431 -0.16
N -3.691 -6.355 1.031 -0.70
H 5.279 8.236 3.849 0.28
H 0.250 -1.915 3.721 -0.26
H 2.993 3.457 2.834 0.11
H 3.419 1.667 4.112 0.15
C 3.583 1.853 -5.638 -0.65
O 2.772 1.557 -6.742 -0.41
C 0.640 -2.293 4.666 -0.84
H -4.584 -1.028 1.021 0.40
H 0.677 -4.292 6.731 0.39
H -2.457 0.805 3.973 -0.15
H -3.640 -4.865 -0.358 0.19
C -6.436 -2.192 4.839 -1.60
O -3.974 2.686 0.623 -0.12
C 4.422 7.649 4.177 -0.67
H 0.707 1.450 -0.309 0.11
N -6.053 -0.291 6.156 -0.69
C -5.763 -0.835 4.880 1.14
H -2.128 2.434 6.064 0.35
H 2.347 0.847 3.426 0.62
H -0.974 -5.331 1.089 0.31
O 3.111 3.930 -0.019 -0.52
C -1.565 -5.117 0.199 -0.93
H 2.377 -4.763 -5.815 0.31
C -1.779 0.655 4.814 0.45
C 1.916 0.485 -6.569 0.32
H 4.910 3.209 1.601 0.28
H 2.353 -0.404 -6.115 0.08
H -1.975 4.528 -4.914 0.40
H 4.789 -5.099 -1.889 0.28
H -3.389 -7.147 0.482 0.25
H 1.563 1.842 -9.132 0.36
H -3.286 -4.395 2.621 0.34
C -6.056 0.188 3.759 -0.82
H 6.397 3.207 2.468 0.44
H 2.154 0.545 -0.014 0.36
N -0.999 -4.062 4.712 -0.77
H 1.433 0.484 -2.890 -0.24
H -1.461 0.901 1.165 0.38
H 0.263 0.776 3.070 0.00
H -2.143 -2.347 -1.203 0.29
H 5.498 -2.308 -0.976 0.14
H -4.689 -0.991 4.982 -0.16
H -4.822 2.921 -1.244 0.49
H -2.191 1.708 -7.648 0.13
H 1.050 -1.168 -3.029 0.37
H -5.262 4.322 0.546 0.32
H 4.169 8.032 5.166 0.23
H 2.184 3.769 0.158 0.30
C 5.332 3.005 2.585 -1.47
H 5.150 0.626 -1.272 0.24
H 2.533 -0.637 -2.228 0.38
H 0.003 1.136 5.305 0.25
H -1.574 -0.399 5.002 -0.02
H 1.684 -3.793 -4.542 0.19
H 6.092 -3.761 -0.270 0.38
C 1.465 -0.447 -2.324 -0.77
H -5.529 1.113 3.994 0.23
O 4.808 6.310 4.453 -0.33
H 0.600 -4.002 0.438 0.24
H 1.880 -0.365 -8.552 0.23
H -5.975 3.028 1.422 0.35
H -1.348 1.970 -2.088 0.21
O 1.377 -5.933 5.697 -0.38
H -3.550 2.466 -8.470 0.44
H 2.501 -7.416 4.802 0.28
H 0.893 -1.103 1.314 -0.24
H 0.075 -1.815 5.466 0.22
H 5.256 3.648 4.513 0.16
C -3.192 1.428 -1.354 2.87
H -4.073 -1.375 2.635 0.17
H -4.544 -3.909 1.511 0.28
C -2.167 2.520 -1.626 -1.62
H -2.909 -3.089 1.422 -0.19
O -2.004 -1.528 -1.678 -0.59
H 0.694 -4.559 -1.203 0.29
H -3.510 -6.555 2.005 0.24
H -2.740 0.703 -0.677 -1.34
O -1.793 0.969 7.361 -0.55
H 2.935 2.052 -4.784 0.21
C 5.097 5.500 3.324 -0.82
O -0.505 1.237 4.497 -0.47
H -6.259 -2.632 3.858 0.20
H -2.099 1.513 8.090 0.31
H -1.325 -5.953 -0.458 0.42
H 3.536 -0.519 2.431 0.24
H 3.999 -2.539 -3.432 0.23
O -1.107 2.657 -5.363 -0.20
C 0.460 -3.789 4.662 1.29
H -1.415 -3.673 3.878 0.05
O 3.658 -4.415 -4.255 -0.46
H 3.669 7.615 3.389 0.30
H -4.299 5.052 -6.173 0.27
C -1.748 3.911 -5.783 -0.84
C -5.008 3.462 1.167 -1.04
H -7.059 -0.348 6.227 0.31
```

Charge   0
HOMO level   -0.3340 Ha
LUMO   -0.20 eV
F_max   0.0694 Eh/bohr
Spin multiplicity   1
Electronic energy   -89514.13649 eV